[1]
This record from OMol25 describes 12 unconnected molecules or ions with the total composition C14H52N8O17 in a non-equilibrium geometry. The level of theory is ωB97M-V with the def2-TZVPD basis set.

Geometry as ORCA input:
```
! RIJCOSX wB97M-V def2-TZVPD def2/J DEFGRID3
* xyz 0 1
C 4.4483 -3.4260 -7.7366
C 4.9519 -2.0624 -8.3460
O 6.3732 -2.1703 -8.6601
O 4.8831 -3.5944 -6.4225
H 4.7676 -4.3292 -8.2566
H 3.3781 -3.3022 -7.5709
H 4.7483 -1.3475 -7.5488
H 4.4309 -1.7624 -9.2552
H 6.8069 -2.5559 -7.8953
H 4.5498 -2.9551 -5.7885
C 0.3247 9.5017 2.9224
C 0.5878 8.1697 2.1550
O 0.1238 8.3252 0.7909
O -0.7247 9.3066 3.8536
H 0.1882 10.3454 2.2460
H 1.1655 9.5813 3.6114
H 0.1703 7.2791 2.6247
H 1.6626 8.0554 2.0142
H -0.8256 8.4092 0.6760
H -0.4417 8.7820 4.6062
C -0.1417 -0.4254 -1.4190
C -0.7080 -0.0070 -0.0716
O -1.2147 -1.0936 0.6560
O 0.8608 -1.4461 -1.2069
H 0.3220 0.3138 -2.0723
H -0.9129 -0.6692 -2.1497
H -1.5348 0.6823 -0.2431
H -0.0040 0.6244 0.4704
H -1.5087 -0.7319 1.4952
H 0.4179 -2.0897 -0.6492
C -0.6453 -7.7261 -2.4509
C -1.7350 -6.8756 -3.1899
O -2.9056 -7.5521 -3.3310
O -0.5412 -7.3379 -1.0779
H 0.3139 -7.5818 -2.9481
H -0.8596 -8.7872 -2.5787
H -1.3298 -6.4079 -4.0872
H -1.9757 -6.0153 -2.5654
H -2.9735 -8.1887 -4.0464
H 0.1488 -7.8977 -0.7143
C 4.2696 -1.0998 5.7023
C 3.6851 -0.1344 6.6680
O 4.7673 0.4346 7.2841
O 5.2023 -0.3884 4.8297
H 3.5754 -1.7739 5.2005
H 4.8368 -1.8987 6.1798
H 3.0660 -0.5923 7.4394
H 3.1190 0.6237 6.1268
H 4.8595 0.0343 8.1517
H 5.7405 0.1775 5.3880
C -2.4972 3.4803 -6.1006
O -2.6549 4.5605 -5.6153
N -1.3950 3.0368 -6.6885
N -3.3046 2.4848 -6.0731
H -0.6272 3.6634 -6.4937
H -1.3465 2.0364 -6.8187
H -3.0930 1.7660 -6.7503
H -4.1985 2.7646 -5.6953
C -8.4903 -3.0817 3.7842
O -7.3196 -3.3288 3.4828
N -9.0710 -3.4655 4.8673
N -9.3296 -2.4868 2.9937
H -8.5766 -3.9850 5.5785
H -9.9699 -3.0603 5.0862
H -9.0074 -1.9461 2.2038
H -10.2208 -2.3331 3.4433
C 7.8949 -0.1965 -2.1397
O 8.1987 0.0530 -3.3528
N 8.5509 -0.9766 -1.3597
N 6.9688 0.3459 -1.4482
H 9.4586 -1.2268 -1.7252
H 8.3021 -0.8363 -0.3909
H 6.4254 1.1421 -1.7498
H 6.7005 -0.1328 -0.6003
C -3.9288 2.3786 6.9306
O -3.2981 1.3576 6.6787
N -4.8717 2.8197 6.1266
N -3.5578 3.2285 7.8566
H -5.1677 3.7838 6.1799
H -5.1041 2.2559 5.3214
H -2.8538 3.0630 8.5616
H -4.0628 4.0919 7.9967
O -7.3128 1.5991 -0.7313
H -6.7046 0.9758 -1.1286
H -6.9806 2.4580 -0.9921
O 4.3780 4.9383 -3.1246
H 3.4904 5.0592 -2.7873
H 4.2977 5.0806 -4.0678
O -2.4683 -6.0872 3.6669
H -2.8207 -5.2289 3.4315
H -2.1949 -6.4711 2.8337
*
```

The value obtained for the HOMO energy is -9.3 eV. The total energy is -62085.441 eV. The value obtained for the largest force on an atom is 7.3 eV Å⁻¹. The value obtained for the gap between HOMO and LUMO is 9.41 eV. For the relative energy (zero: lowest compared OMol25 entry of this formula, charge and spin), the calculation gives 3.6 kJ/mol.

***

[2]
This record from OMol25 describes a molecular structure, CH4BrClOP in a non-equilibrium geometry. The level of theory is ωB97M-V with the def2-TZVPD basis set.

Geometry as ORCA input:
```
! RIJCOSX wB97M-V def2-TZVPD def2/J DEFGRID3
* xyz 1 1
C 0.9197 0.8332 0.5738
O -1.2288 -1.7023 0.6260
P -0.1382 -0.1708 -0.4994
Cl 0.7923 -1.1692 -1.8746
Br -1.7536 1.0279 -1.2908
H 1.1069 1.7825 0.0563
H 1.8680 0.3276 0.7617
H 0.4299 1.0474 1.5267
H -1.9962 -1.9763 0.1203
*
```

The value obtained for the HOMO energy is -16.0 eV. The total energy is -94995.003 eV. The value obtained for the largest force on an atom is 5.1 eV Å⁻¹. The value obtained for the gap between HOMO and LUMO is 9.70 eV. For the relative energy (zero: lowest compared OMol25 entry of this formula, charge and spin), the calculation gives 236.2 kJ/mol.

***

[3]
This record from OMol25 describes a molecular structure, C17H39GaO2P3 in a non-equilibrium geometry. The level of theory is ωB97M-V with the def2-TZVPD basis set.

Geometry as ORCA input:
```
! RIJCOSX wB97M-V def2-TZVPD def2/J DEFGRID3
* xyz 3 1
Ga -0.4035 3.3826 -0.4917
P 1.3643 -0.7491 2.7677
P 1.5101 3.8291 0.6409
P -1.2400 -2.3272 1.2541
H 0.1625 2.7536 -2.8418
C -0.5968 2.5436 -2.0796
C -1.6076 3.6147 -1.7763
H -1.5216 4.5595 -2.3347
C 2.7208 -1.6925 1.9410
C 2.4239 0.4379 3.6994
C 1.0127 -1.9131 4.1574
C 2.3194 5.3696 0.1162
C 1.3899 3.9215 2.4488
C 2.6944 2.4946 0.2635
C -2.6920 -2.5235 0.1416
C -1.8256 -3.3582 2.6684
C -0.1310 -3.5624 0.4478
H -0.9266 1.4976 -2.1324
H -2.6565 3.3159 -1.6355
H 3.4122 -2.1062 2.6868
H 3.2653 -1.0081 1.2772
H 2.2965 -2.5030 1.3358
H 3.1052 -0.1149 4.3597
H 1.7792 1.0827 4.3108
H 3.0070 1.0650 3.0125
H 1.1382 -2.9578 3.8474
H -0.0260 -1.7583 4.4756
H 1.6795 -1.6921 5.0007
H 3.2378 5.5226 0.7008
H 1.6385 6.2150 0.2794
H 2.5699 5.3159 -0.9512
H 2.1866 4.5758 2.8313
H 1.4815 2.9269 2.9075
H 0.4188 4.3560 2.7209
H 3.7118 2.8163 0.5281
H 2.6599 2.2736 -0.8113
H 2.4387 1.5786 0.8155
H -3.4694 -3.1274 0.6265
H -2.3971 -2.9783 -0.8121
H -3.0884 -1.5205 -0.0638
H -2.5993 -4.0561 2.3265
H -2.2566 -2.6815 3.4184
H -0.9925 -3.9063 3.1254
H -0.7359 -4.3307 -0.0506
H 0.5302 -4.0281 1.1887
H 0.4824 -3.0440 -0.3023
C -1.3613 -1.1037 -3.6961
C -0.4265 -1.3023 -4.7293
C -0.8057 -2.3944 -5.5093
C -2.1700 -2.6137 -5.7938
C -3.1419 -1.8579 -5.1126
C -2.7492 -1.1079 -3.9958
O -0.9869 -1.2132 -2.3730
H -0.1494 -1.5703 -2.3234
H 0.5108 -0.7523 -4.7799
H -0.0290 -3.0860 -5.8257
H -2.4474 -3.3404 -6.5490
H -4.1836 -1.8659 -5.4554
H -3.4530 -0.5870 -3.3484
O -1.7575 1.8829 0.8872
H -1.6075 1.6504 1.8218
H -2.7128 1.7523 0.7439
*
```

The value obtained for the HOMO energy (spin up / spin down) is -15.4 / -15.4 eV. The total energy is -102567.260 eV. The value obtained for the largest force on an atom is 5.3 eV Å⁻¹. The value obtained for the gap between HOMO and LUMO (spin up / spin down) is 3.94 / 4.02 eV. For the relative energy (zero: lowest compared OMol25 entry of this formula, charge and spin), the calculation gives 264.7 kJ/mol.

***

[4]
This record from OMol25 describes 3 unconnected molecules or ions with the total composition C37H59ClFN10O10P3S in a non-equilibrium geometry. The level of theory is ωB97M-V with the def2-TZVPD basis set.

Geometry as ORCA input:
```
! RIJCOSX wB97M-V def2-TZVPD def2/J DEFGRID3
* xyz 0 1
C -2.9984 -4.8856 1.5025
C -3.1801 -5.4147 2.9820
C -1.8333 -5.2724 3.8321
Cl -2.2875 -5.5495 5.5848
C -1.2911 -3.8294 3.5861
C -0.2194 -3.5689 2.6060
C 0.2871 -2.2236 2.3271
C 1.4521 -2.0896 1.2795
O 2.5606 -2.3232 1.6580
N 1.0624 -1.7377 -0.0826
C 1.8604 -0.7020 -0.6431
O 2.7169 -0.0886 -0.1142
F 1.5351 -0.3695 -1.9556
C -0.2964 -1.0860 3.0265
C -1.3489 -1.3707 4.0132
C -1.8638 -2.7002 4.3174
C -1.9157 -0.1134 4.7577
O -2.2558 -0.1069 5.9142
C -2.0291 1.1676 3.8576
C -3.1827 2.0307 4.0607
C -3.2655 3.2340 3.2039
C -4.5399 4.1318 3.4229
C -4.4023 5.0316 4.7122
S -3.9199 6.7739 4.2545
C -2.1288 6.8740 4.4908
N -1.1385 7.2937 3.6767
N -0.0237 7.0921 4.4476
C -0.3260 6.5788 5.6515
O -1.7214 6.4449 5.7238
C -2.2145 3.5606 2.2145
C -2.3928 4.8798 1.3979
O -2.7557 4.7165 0.0160
C -3.2065 3.3993 -0.3120
C -1.0543 2.6571 2.0194
P 0.2910 2.9371 0.7724
N 0.3374 1.6303 -0.1148
O 1.7719 3.2020 1.5285
O 0.0155 4.2127 -0.2704
C -0.9781 1.4511 2.8576
C 0.1566 0.3896 2.7654
O 1.3125 0.6311 2.5412
H -3.8974 -5.2071 0.9139
H -2.0881 -5.3203 1.0012
H -2.9578 -3.7690 1.4560
H -3.4529 -6.5029 2.9667
H -3.9545 -4.7842 3.5040
H -1.0650 -6.0180 3.5096
H 0.2279 -4.4386 2.0593
H 0.9730 -2.5487 -0.6972
H -2.6797 -2.7692 5.0715
H -3.9821 1.8423 4.8136
H -5.3986 3.4047 3.5297
H -4.7467 4.7018 2.4816
H -5.3677 5.1051 5.2722
H -3.5812 4.5800 5.3369
H 0.3690 6.2948 6.4694
H -1.3836 5.3925 1.4006
H -3.0908 5.6194 1.8795
H -2.3771 2.6313 -0.3524
H -3.5887 3.4568 -1.3744
H -4.0867 3.0467 0.2957
H 0.1615 1.9042 -1.0863
H 2.1229 4.0586 1.2185
H 0.5648 4.9698 0.0166
O 7.1117 -4.5405 -0.6800
P 7.1670 -3.2366 0.1218
N 6.8027 -2.2006 -1.1972
C 7.6764 -1.9240 -2.3215
C 5.4028 -2.2405 -1.6292
N 8.8251 -3.3837 0.5834
C 9.9379 -2.9479 -0.2347
C 9.1510 -4.6931 1.1523
N 7.1242 -1.7807 1.1747
C 5.9622 -1.7821 2.0706
C 7.4417 -0.4291 0.7701
H 7.2718 -1.1025 -2.9204
H 7.8093 -2.8006 -2.9694
H 8.6562 -1.5713 -2.0069
H 4.8928 -1.3187 -1.3269
H 4.8637 -3.0784 -1.1782
H 5.2999 -2.3479 -2.7113
H 9.9349 -3.4291 -1.2212
H 10.8935 -3.1796 0.2442
H 9.9479 -1.8639 -0.3545
H 9.3207 -5.4452 0.3711
H 8.3407 -5.0502 1.7915
H 10.0470 -4.6323 1.7757
H 5.0435 -1.5175 1.5349
H 6.0981 -1.0876 2.9042
H 5.8232 -2.7783 2.5056
H 6.6361 0.0405 0.1927
H 8.3607 -0.3754 0.1878
H 7.6126 0.1865 1.6591
O -5.1501 0.6260 -3.3403
P -4.1891 0.6819 -4.5319
N -5.4058 0.9341 -5.7161
C -6.3958 -0.0417 -6.1328
C -5.9791 2.2824 -5.7170
N -3.5828 -0.9241 -4.3453
C -4.2266 -2.1039 -4.8860
C -3.1427 -1.2190 -2.9792
N -2.9837 0.8440 -5.8587
C -2.2097 2.0850 -5.7549
C -3.2004 0.5058 -7.2480
H -6.9308 0.3179 -7.0169
H -7.1261 -0.2557 -5.3416
H -5.9444 -0.9779 -6.4531
H -5.6228 2.8387 -6.5922
H -5.6882 2.8470 -4.8271
H -7.0706 2.2751 -5.7397
H -5.2583 -2.2093 -4.5264
H -3.6840 -3.0114 -4.6068
H -4.2157 -2.1035 -5.9765
H -3.9864 -1.4813 -2.3278
H -2.6354 -0.3569 -2.5404
H -2.4289 -2.0470 -2.9727
H -2.7953 2.9549 -6.0794
H -1.2939 2.0352 -6.3501
H -1.9055 2.2529 -4.7158
H -3.7960 1.2584 -7.7794
H -3.6818 -0.4633 -7.3688
H -2.2354 0.4277 -7.7589
*
```

The value obtained for the HOMO energy is -7.3 eV. The total energy is -128632.929 eV. The value obtained for the largest force on an atom is 7.0 eV Å⁻¹. The value obtained for the gap between HOMO and LUMO is 6.18 eV.

***

[5]
This record from OMol25 describes a molecular structure, C5H12Cl2O4PdSSe2. The level of theory is ωB97M-V with the def2-TZVPD basis set.

Geometry as ORCA input:
```
! RIJCOSX wB97M-V def2-TZVPD def2/J DEFGRID3
* xyz 0 3
Pd 0.6510 -0.1375 -0.3398
C 4.0778 -0.2713 -0.8473
Se 2.9589 0.2196 0.6596
C 3.1331 -1.4248 1.7221
C 2.5865 -2.6840 1.0772
Se 0.7331 -2.5535 0.4689
C -0.1475 -2.4931 2.2014
H 5.1038 -0.4043 -0.5127
H 3.9954 0.5815 -1.5179
H 3.7091 -1.1670 -1.3399
H 2.6094 -1.2054 2.6533
H 4.1881 -1.5528 1.9685
H 2.6334 -3.5306 1.7626
H 3.1523 -2.9519 0.1853
H 0.0628 -3.4143 2.7385
H -1.2123 -2.4141 1.9981
H 0.1711 -1.6242 2.7699
Cl -2.3324 0.2914 0.8207
C -3.0264 -0.0554 -0.7684
Cl -1.9581 -1.1011 -1.7247
H -3.1472 0.8786 -1.3035
H -3.9679 -0.5723 -0.6323
O 0.3161 3.6319 -1.5725
S 0.9896 2.4484 -1.1414
O 0.5335 1.2124 -1.9475
O 0.4815 1.9810 0.2368
O 2.4428 2.4894 -1.1282
*
```

The value obtained for the HOMO energy (spin up / spin down) is -8.5 / -9.1 eV. The total energy is -183620.537 eV. The value obtained for the largest force on an atom is 0.5 eV Å⁻¹. The value obtained for the gap between HOMO and LUMO (spin up / spin down) is 8.41 / 7.49 eV. For the relative energy (zero: lowest compared OMol25 entry of this formula, charge and spin), the calculation gives 0.0 kJ/mol.

***

[6]
This record from OMol25 describes a single C3H5BN2O2 molecule in a non-equilibrium geometry. The level of theory is ωB97M-V with the def2-TZVPD basis set.

Geometry as ORCA input:
```
! RIJCOSX wB97M-V def2-TZVPD def2/J DEFGRID3
* xyz 0 1
B -1.5724 0.0029 0.0746
C 2.3360 -0.5872 -0.0339
C 1.0562 -1.0229 -0.0663
C 1.1280 1.1310 0.1883
N 2.3424 0.8047 0.1020
N 0.2671 0.0654 0.1346
O -2.2289 -1.1054 0.1879
O -2.0303 1.2559 -0.0743
H 3.2378 -1.0341 -0.1291
H 0.7151 -1.9605 -0.1942
H 0.8709 2.1147 0.3288
H -3.1816 -1.1489 -0.0606
H -2.9403 1.4844 -0.4577
*
```

The value obtained for the HOMO energy is -8.3 eV. The total energy is -10945.305 eV. The value obtained for the largest force on an atom is 5.5 eV Å⁻¹. The value obtained for the gap between HOMO and LUMO is 7.89 eV. For the relative energy (zero: lowest compared OMol25 entry of this formula, charge and spin), the calculation gives 105.6 kJ/mol.

***

[7]
This record from OMol25 describes 2 unconnected molecules or ions with the total composition CH5FN4 in a non-equilibrium geometry. The level of theory is ωB97M-V with the def2-TZVPD basis set.

Geometry as ORCA input:
```
! RIJCOSX wB97M-V def2-TZVPD def2/J DEFGRID3
* xyz 0 1
C 2.4695 -0.5289 -0.0068
N 1.5726 0.3776 -0.2517
N 3.0598 -1.5581 -0.1940
N -1.0576 0.4252 -0.0125
N 2.5379 0.6590 0.7345
F 3.6013 1.3613 -0.0072
H 0.5856 0.7287 -0.2431
H 2.6266 -2.2349 -0.9012
H -1.0442 -0.4636 -0.3939
H -1.6992 1.0388 -0.4827
H -1.1055 0.2468 0.9312
*
```

The value obtained for the HOMO energy is -9.8 eV. The total energy is -9791.122 eV. The value obtained for the largest force on an atom is 5.2 eV Å⁻¹. The value obtained for the gap between HOMO and LUMO is 10.27 eV. For the relative energy (zero: lowest compared OMol25 entry of this formula, charge and spin), the calculation gives 201.4 kJ/mol.

***

[8]
This record from OMol25 describes 11 unconnected molecules or ions with the total composition C5H30NO12 in a non-equilibrium geometry. The level of theory is ωB97M-V with the def2-TZVPD basis set.

Geometry as ORCA input:
```
! RIJCOSX wB97M-V def2-TZVPD def2/J DEFGRID3
* xyz 1 1
O 1.6029 1.1049 -2.9400
C 0.6889 1.2526 -2.1898
O 0.0355 2.4742 -2.0233
C -0.3328 0.4285 -1.2294
C 0.0671 -1.0603 -1.0781
C 1.5718 -1.4091 -0.9975
C 3.4997 -1.4033 0.5001
N 2.4071 -0.8378 0.1409
H 0.0568 3.1841 -2.7066
H -1.3225 0.4688 -1.6063
H -0.3042 0.9444 -0.2687
H -0.3443 -1.5618 -0.2601
H -0.1353 -1.6914 -1.9327
H 2.0611 -0.9479 -1.8907
H 1.6935 -2.4895 -1.1503
H 4.3356 -0.9641 1.1277
H 3.7232 -2.4464 0.1359
H 2.1915 0.1802 0.2930
H -1.9435 -4.1493 -0.9436
H -2.2091 -2.8423 -0.3420
O -1.5503 -3.2644 -0.9033
H 2.8879 2.0580 -0.9228
H 1.2929 2.1533 -0.5479
O 2.1895 1.6991 -0.3827
H 2.7882 1.4851 3.0486
H 1.3761 1.6488 3.4891
O 1.8719 1.1538 2.8102
H -1.7108 0.4883 1.9802
H -1.6162 -0.8833 1.2734
O -1.0821 -0.2162 1.7597
H -3.9664 -2.3000 1.5874
H -3.9739 -1.3966 0.3370
O -3.6732 -2.2756 0.6575
H -0.2760 1.5925 2.0129
H -1.1856 2.4687 1.1226
O -0.7706 2.4487 1.9761
H 1.7628 -0.5828 2.7930
H 0.9789 -1.7924 3.6073
O 1.7735 -1.5443 3.1006
H -2.2339 -1.8755 -2.4063
H -2.6435 -1.7579 -3.7619
O -2.7466 -1.2178 -2.9386
H 2.8047 4.6854 0.6126
H 1.3541 4.4251 1.1434
O 2.1537 4.9879 1.1875
H -5.1097 0.0357 -0.9698
H -3.8027 -0.2137 -1.5775
O -4.2355 -0.2443 -0.7268
*
```

The value obtained for the HOMO energy is -13.5 eV. The total energy is -31724.438 eV. The value obtained for the largest force on an atom is 4.0 eV Å⁻¹. The value obtained for the gap between HOMO and LUMO is 9.85 eV. For the relative energy (zero: lowest compared OMol25 entry of this formula, charge and spin), the calculation gives 376.3 kJ/mol.